Entry 1:
The following is a DFT calculation (ωB97M-V/def2-TZVPD) of C14H10ClN3O3 in the gas phase in a non-equilibrium geometry.

Structure (ORCA input):
```
! wB97M-V def2-TZVPD RIJCOSX def2/J DEFGRID3
* xyz 0 1
O 3.702 -2.888 0.996
C 2.793 -2.346 0.381
N 2.194 -2.918 -0.674
C 0.928 -2.378 -0.702
O 0.020 -3.057 -1.207
C 0.783 -1.214 0.283
C -0.273 -1.458 1.395
C -1.651 -1.042 0.986
N -1.605 0.376 0.649
C -2.709 1.176 0.975
O -3.629 0.805 1.706
C -2.861 2.501 0.423
C -1.897 3.008 -0.409
C -0.738 2.183 -0.775
C 0.275 2.698 -1.608
C 1.440 1.916 -1.839
Cl 2.798 2.505 -2.817
C 1.560 0.676 -1.230
C 0.576 0.138 -0.357
C -0.598 0.894 -0.164
N 2.115 -1.257 0.839
H 2.218 -3.911 -0.809
H -0.258 -2.522 1.670
H 0.007 -0.841 2.256
H -2.012 -1.631 0.127
H -2.293 -1.251 1.841
H -3.775 3.028 0.703
H -2.003 4.014 -0.836
H 0.140 3.646 -2.141
H 2.457 0.162 -1.475
H 2.295 -1.012 1.812
*
```

Computed properties:
HOMO level = -8.790 eV
Max |F| = 5.11 eV/A
E_tot = -37816.888 eV
Frontier orbital gap = 8.39 eV
Relative energy (zero: lowest compared OMol25 entry of this formula, charge and spin) = 0.0 kcal/mol
LUMO = -0.0147 hartree

---

Entry 2:
The following is a DFT calculation (ωB97M-V/def2-TZVPD) of a 2-piece molecular cluster, C14H11Cl2O3S overall in a non-equilibrium geometry.

Structure (ORCA input):
```
! wB97M-V def2-TZVPD RIJCOSX def2/J DEFGRID3
* xyz -1 1
C 4.927 0.741 3.474
C 5.249 1.337 2.246
C 4.832 0.738 1.062
C 4.062 -0.429 1.085
C 3.544 -0.982 -0.200
O 2.966 -2.048 -0.329
C 3.776 -1.056 2.313
C 4.204 -0.464 3.510
H 5.249 1.214 4.403
H 5.836 2.258 2.209
H 5.100 1.159 0.092
H 3.808 -0.362 -1.091
H 3.237 -2.002 2.318
H 3.992 -0.941 4.468
Cl -7.732 0.930 -2.029
C -6.069 0.526 -1.895
C -5.685 -0.630 -1.210
C -4.326 -0.966 -1.108
C -3.353 -0.155 -1.694
S -1.592 -0.668 -1.597
C -0.867 0.139 -0.255
Cl 0.617 -0.217 0.357
O -1.636 -2.099 -1.384
O -1.048 -0.143 -2.830
C -3.738 1.007 -2.372
C -5.098 1.350 -2.473
H -6.449 -1.271 -0.769
H -4.032 -1.872 -0.590
H -1.366 1.017 0.137
H -2.995 1.644 -2.840
H -5.413 2.246 -3.008
*
```

Computed properties:
HOMO level = -2.366 eV
Max |F| = 4.20 eV/A
E_tot = -56717.880 eV
Frontier orbital gap = 4.92 eV
LUMO = 0.0939 hartree

---

Entry 3:
The following is a DFT calculation (ωB97M-V/def2-TZVPD) of C14H11Cl5NOSm as an isolated structure in a non-equilibrium geometry.

Structure (ORCA input):
```
! wB97M-V def2-TZVPD RIJCOSX def2/J DEFGRID3
* xyz 2 6
Sm 0.684 -0.356 -0.294
Cl 3.820 -2.283 -0.382
C 2.399 -3.272 -0.582
C 1.204 -2.615 -0.678
C 0.057 -3.327 -0.799
Cl -1.422 -2.322 -0.907
C 0.013 -4.705 -0.879
Cl -1.467 -5.527 -1.067
C 1.248 -5.371 -0.807
Cl 1.283 -7.063 -0.917
C 2.454 -4.657 -0.651
Cl 3.949 -5.463 -0.555
O -0.429 -0.676 1.817
C -1.493 0.328 1.728
C -1.039 1.659 2.269
C 0.160 2.265 1.526
C -0.153 2.802 0.149
C -0.536 4.117 -0.030
C -0.853 4.566 -1.303
C -0.782 3.691 -2.378
C -0.383 2.397 -2.136
N -0.079 1.952 -0.901
H -0.344 -1.047 2.701
H -2.388 -0.045 2.218
H -1.741 0.385 0.662
H -0.791 1.544 3.326
H -1.880 2.356 2.231
H 0.973 1.534 1.472
H 0.594 3.056 2.135
H -0.576 4.784 0.822
H -1.149 5.597 -1.455
H -1.025 4.005 -3.383
H -0.308 1.689 -2.953
*
```

Computed properties:
HOMO level (spin up / spin down) = -14.707 / -14.740 eV
Max |F| = 1.20 eV/A
E_tot = -98734.575 eV
Frontier orbital gap (spin up / spin down) = 5.70 / 7.57 eV
Relative energy (zero: lowest compared OMol25 entry of this formula, charge and spin) = 0.0 kcal/mol
LUMO (spin up / spin down) = -0.3308 / -0.2634 hartree

---

Entry 4:
The following is a DFT calculation (ωB97M-V/def2-TZVPD) of C14H11ClN3O6V as an isolated structure.

Structure (ORCA input):
```
! wB97M-V def2-TZVPD RIJCOSX def2/J DEFGRID3
* xyz 2 1
V 0.223 0.652 -1.009
O 1.963 4.841 2.610
C 1.986 3.651 3.184
O 2.258 3.475 4.331
C 1.637 2.453 2.335
C 1.630 1.114 2.819
Cl 1.971 0.512 4.333
N 1.246 0.307 1.808
N 1.014 1.045 0.716
C 1.240 2.319 1.021
C 0.989 3.194 -0.148
O 1.077 4.366 -0.209
O 0.606 2.373 -1.225
C 1.050 -1.094 1.593
C 1.897 -2.063 2.076
C 1.717 -3.366 1.610
C 0.746 -3.680 0.670
C -0.109 -2.696 0.195
C 0.030 -1.395 0.672
H 1.722 4.850 1.670
H 2.699 -1.834 2.762
H 2.377 -4.141 1.975
H 0.646 -4.698 0.321
H -0.903 -2.943 -0.496
H -0.788 -0.683 0.532
O 1.330 -0.218 -1.844
O 2.157 -0.855 -2.463
C -4.066 -1.459 -3.693
C -3.721 -0.005 -3.342
C -2.518 0.108 -2.540
N -1.563 0.198 -1.904
H -4.968 -1.455 -4.299
H -4.260 -2.044 -2.796
H -3.270 -1.925 -4.269
H -4.511 0.488 -2.765
H -3.534 0.610 -4.229
*
```

Computed properties:
HOMO level (spin up / spin down) = -16.392 / -16.392 eV
Max |F| = 0.98 eV/A
E_tot = -69640.689 eV
Frontier orbital gap (spin up / spin down) = 6.58 / 6.61 eV
Relative energy (zero: lowest compared OMol25 entry of this formula, charge and spin) = 0.0 kcal/mol
LUMO (spin up / spin down) = -0.3607 / -0.3593 hartree

---

Entry 5:
The following is a DFT calculation (ωB97M-V/def2-TZVPD) of C14H11F3N4O7ReS3 as an isolated structure.

Structure (ORCA input):
```
! wB97M-V def2-TZVPD RIJCOSX def2/J DEFGRID3
* xyz 0 4
Re -0.080 0.094 0.105
S 1.040 2.005 -0.492
C -0.328 3.056 -0.094
N -0.070 4.333 0.110
N -0.993 5.140 0.556
C -2.161 4.845 1.331
C -3.319 5.558 1.073
C -4.450 5.322 1.846
C -4.417 4.377 2.858
C -3.244 3.673 3.114
C -2.109 3.911 2.360
N -1.581 2.581 -0.155
N -1.675 1.311 -0.312
C -2.994 0.826 -0.549
C -4.104 1.560 -0.136
C -5.368 1.047 -0.365
C -5.525 -0.182 -0.993
C -4.411 -0.907 -1.395
C -3.140 -0.410 -1.172
H -0.694 6.104 0.539
H -3.341 6.275 0.262
H -5.357 5.875 1.644
H -5.300 4.187 3.453
H -3.207 2.933 3.901
H -1.195 3.366 2.562
H -3.965 2.506 0.367
H -6.237 1.605 -0.040
H -6.517 -0.578 -1.164
H -4.530 -1.865 -1.881
H -2.270 -0.972 -1.494
O 2.124 -2.636 -1.321
S 0.872 -2.291 -0.753
O 1.058 -1.481 0.597
O 0.231 -1.050 -1.507
O -0.129 -3.292 -0.575
F -0.109 -2.594 3.158
C -0.082 -1.389 3.697
F -0.565 -1.444 4.933
F 1.164 -0.938 3.736
S -1.152 -0.224 2.690
O -2.079 0.381 3.579
O -0.164 0.747 2.093
O -1.647 -0.993 1.548
*
```

Computed properties:
HOMO level (spin up / spin down) = -8.689 / -9.037 eV
Max |F| = 0.90 eV/A
E_tot = -77776.203 eV
Frontier orbital gap (spin up / spin down) = 6.63 / 6.67 eV
Relative energy (zero: lowest compared OMol25 entry of this formula, charge and spin) = 0.0 kcal/mol
LUMO (spin up / spin down) = -0.0757 / -0.0868 hartree

---

Entry 6:
The following is a DFT calculation (ωB97M-V/def2-TZVPD) of a 2-piece molecular cluster, C14H11N3O overall in a non-equilibrium geometry.

Structure (ORCA input):
```
! wB97M-V def2-TZVPD RIJCOSX def2/J DEFGRID3
* xyz 0 1
C 0.391 -0.720 2.664
C 1.496 0.072 2.856
N 2.501 0.679 2.957
N -0.866 -0.237 2.928
C -1.935 -1.110 3.041
C -3.224 -0.631 3.033
C -3.476 0.744 3.006
C -2.385 1.611 3.043
C -1.090 1.125 3.059
H 0.504 -1.785 2.430
H -1.668 -2.167 3.049
H -4.038 -1.354 3.047
H -4.494 1.131 2.985
H -2.503 2.692 3.060
H -0.211 1.772 3.057
C 2.006 0.051 -5.087
C 3.094 -0.147 -4.215
C 2.866 -0.277 -2.843
C 1.564 -0.217 -2.333
N 1.401 -0.388 -0.924
C 0.355 -0.405 -0.286
O -0.741 -0.393 0.155
C 0.479 -0.010 -3.198
C 0.702 0.122 -4.574
H 2.170 0.152 -6.166
H 4.109 -0.200 -4.606
H 3.674 -0.431 -2.127
H -0.526 0.042 -2.777
H -0.155 0.278 -5.236
*
```

Computed properties:
HOMO level = -7.149 eV
Max |F| = 3.01 eV/A
E_tot = -21211.888 eV
Frontier orbital gap = 7.00 eV
Relative energy (zero: lowest compared OMol25 entry of this formula, charge and spin) = 68.9 kcal/mol
LUMO = -0.0055 hartree

---

Entry 7:
The following is a DFT calculation (ωB97M-V/def2-TZVPD) of C14H11NO6 in the gas phase in a non-equilibrium geometry.

Structure (ORCA input):
```
! wB97M-V def2-TZVPD RIJCOSX def2/J DEFGRID3
* xyz 0 1
C 1.168 -2.821 -1.471
C 0.643 -1.468 -0.984
C 0.395 -0.381 -1.829
O 0.513 -0.515 -3.211
C -0.072 0.846 -1.300
C -0.291 0.989 0.097
C -0.178 -0.152 0.900
C 0.387 -1.320 0.375
O 0.442 -2.394 1.225
C 0.096 -1.949 2.560
C 1.288 -1.948 3.513
O -0.843 -2.930 3.050
C -0.461 -0.510 2.283
O -1.131 0.125 3.120
C -0.762 2.322 0.609
O -0.597 2.681 1.767
C -1.210 3.337 -0.335
C -1.009 3.216 -1.695
N -1.461 4.186 -2.563
C -0.379 2.004 -2.195
O -0.187 1.969 -3.426
H 1.723 -2.763 -2.396
H 0.338 -3.494 -1.639
H 1.838 -3.266 -0.718
H 0.366 0.387 -3.582
H 1.821 -2.949 3.513
H 2.030 -1.243 3.199
H 0.940 -1.704 4.509
H -1.116 -3.577 2.358
H -1.695 4.183 0.069
H -1.336 5.130 -2.252
H -1.261 4.009 -3.549
*
```

Computed properties:
HOMO level = -9.078 eV
Max |F| = 4.74 eV/A
E_tot = -28471.119 eV
Frontier orbital gap = 7.45 eV
Relative energy (zero: lowest compared OMol25 entry of this formula, charge and spin) = 0.0 kcal/mol
LUMO = -0.0599 hartree

---

Entry 8:
The following is a DFT calculation (ωB97M-V/def2-TZVPD) of C14H12CeCl2N2O4Rh as an isolated structure in a non-equilibrium geometry.

Structure (ORCA input):
```
! wB97M-V def2-TZVPD RIJCOSX def2/J DEFGRID3
* xyz 4 6
Ce -2.096 0.181 -1.652
Rh 2.557 1.523 -2.916
Cl -2.395 -1.587 -3.438
Cl -3.518 2.295 -2.336
C 2.791 2.362 -4.481
C 1.985 -0.032 -3.621
C -0.770 0.917 -4.318
O 2.838 2.918 -5.503
O 1.503 -1.001 -4.066
O -0.337 1.240 -5.327
C 0.764 -0.736 3.106
N 1.105 -0.141 1.840
N 0.220 -0.141 0.811
C 0.829 0.354 -0.296
O 0.132 0.570 -1.371
C 2.186 0.551 0.047
C 2.317 0.214 1.376
C 3.534 0.198 2.213
C -1.185 -0.439 0.993
C -1.926 0.292 1.925
C -3.268 -0.034 2.126
C -3.899 -0.970 1.302
C -3.186 -1.649 0.296
C -1.784 -1.472 0.199
H -0.007 -0.151 3.613
H 1.677 -0.744 3.701
H 0.427 -1.769 2.973
H 2.957 0.863 -0.646
H 3.429 0.853 3.093
H 3.773 -0.821 2.563
H 4.375 0.563 1.605
H -1.433 1.061 2.530
H -3.792 0.413 2.973
H -4.954 -1.207 1.485
H -3.696 -2.375 -0.353
H -1.153 -2.101 -0.448
*
```

Computed properties:
HOMO level (spin up / spin down) = -21.660 / -22.694 eV
Max |F| = 10.41 eV/A
E_tot = -66816.068 eV
Frontier orbital gap (spin up / spin down) = 8.02 / 4.84 eV
LUMO (spin up / spin down) = -0.5011 / -0.6562 hartree